Entry from OMol25: a 40-piece molecular cluster, H80O40 overall in a non-equilibrium geometry (the ωB97M-V functional and the def2-TZVPD basis).

CARTESIAN COORDINATES (ANGSTROEM)
1 H -2.901021 -1.329387 -4.919613
2 H -1.832936 -0.156299 -5.145371
3 O -2.324683 -0.954850 -5.591333
4 H -3.657203 -2.086413 5.523137
5 H -2.409864 -1.296797 4.644801
6 O -3.009789 -2.011553 4.615644
7 H 2.412138 -2.248561 -5.517556
8 H 3.122164 -2.909262 -4.525203
9 O 3.063209 -2.246248 -5.037182
10 H -1.652737 0.780892 -1.766493
11 H -2.646619 0.064010 -0.773682
12 O -2.487069 0.322789 -1.765496
13 H 0.615625 1.006683 -2.749804
14 H 0.551358 -0.560402 -2.341369
15 O 0.690216 0.442800 -2.021009
16 H 3.488770 3.616826 2.919420
17 O 3.784509 3.728897 3.821479
18 H -2.121224 -3.833136 1.582318
19 O -1.861297 -4.631145 1.741019
20 H 1.952690 2.572473 0.366517
21 H 2.215571 1.254937 -0.137245
22 O 1.916231 1.701635 0.607103
23 H 3.688551 -1.610427 -0.873828
24 H 3.913644 -0.691416 0.162006
25 O 3.355813 -1.490716 0.017301
26 H -0.328024 1.285041 -0.788845
27 H -0.667352 -0.017533 0.113397
28 O -0.712001 1.061189 0.014460
29 H 1.205258 -3.439559 0.796593
30 H 2.715470 -3.447771 0.985063
31 O 1.993454 -3.667116 0.470071
32 H -2.889988 4.403146 -3.265446
33 O -3.656305 3.835761 -2.878344
34 H 0.584443 -1.533279 -6.766829
35 H -0.263627 -2.141373 -5.736886
36 O 0.658796 -2.137778 -6.082436
37 H 3.369900 -5.538810 1.711412
38 H 2.814086 -4.560187 2.708033
39 O 3.708074 -4.893719 2.446042
40 H 1.197422 2.605518 5.159778
41 H 0.447334 3.604018 4.470700
42 O 1.198272 3.011967 4.259846
43 H 1.883810 1.689027 -4.966845
44 H 0.510953 2.477001 -4.680453
45 O 0.960665 1.735734 -4.686097
46 H -4.349243 -3.629625 2.421986
47 H -4.094479 -5.031471 2.039930
48 O -4.381427 -4.156087 1.749209
49 H -4.182572 -0.712698 2.780917
50 H -4.684751 -1.089530 1.229284
51 O -4.615181 -0.504973 1.941900
52 H 4.320348 1.413865 3.297422
53 O 4.539038 0.592483 3.834702
54 H -5.368929 0.573603 -3.733082
55 H -4.226827 -0.578892 -3.516018
56 O -5.218830 -0.354045 -3.694166
57 H -1.107043 4.083782 -0.058352
58 O -1.884291 4.263286 0.480873
59 H 2.104347 5.607232 -0.106213
60 H 2.946220 5.656981 1.302761
61 O 2.877276 5.439783 0.426097
62 H 4.214299 2.462511 -0.330274
63 H 3.780471 1.847711 -1.767608
64 O 3.938532 1.620404 -0.801352
65 H -0.754966 -2.944647 1.037493
66 H -1.169680 -2.204496 0.028943
67 O -1.201198 -2.194556 1.061207
68 H -5.514043 0.752725 0.464984
69 H -4.638051 1.964865 0.277744
70 O -4.837877 1.097766 -0.170204
71 H 5.098869 1.162716 0.379420
72 H 5.107008 0.651165 1.681815
73 O 5.565902 0.540937 0.952044
74 H 2.066376 0.438781 -3.362788
75 H 2.231375 -0.730277 -4.175622
76 O 2.711506 0.047420 -3.895081
77 H -1.750925 -3.450865 4.620007
78 H -0.449710 -3.606545 4.048087
79 O -0.911237 -3.238257 4.752988
80 H 0.871048 5.672984 -1.845875
81 H 0.238440 6.320231 -0.631596
82 O 0.642601 5.434983 -0.983645
83 H -3.133762 -3.520342 -1.410109
84 H -2.947027 -2.199414 -1.905841
85 O -2.433873 -2.949347 -1.812551
86 H -1.665725 1.277738 3.045222
87 H -2.816545 2.132949 2.312926
88 O -2.334127 2.082228 3.077933
89 H 1.500095 4.999736 -3.591726
90 O 2.082622 4.260048 -3.418292
91 H 0.275597 -4.586099 -1.020073
92 H -0.744964 -4.159892 -2.037985
93 O -0.731605 -4.535514 -1.240395
94 H 4.179593 -0.183805 3.268272
95 H 2.962959 2.984746 4.244407
96 H -2.078521 3.385571 0.843099
97 H -1.999619 -5.434836 1.193507
98 H -3.870332 4.030916 -1.926893
99 H 2.398189 4.023002 -4.331723
100 O 1.167464 5.670038 2.732127
101 H 0.753083 5.471176 1.835092
102 H 1.454768 4.677632 2.768993
103 O 1.550941 -2.736671 -2.468911
104 H 2.140803 -2.151483 -2.100712
105 H 2.090237 -3.262425 -3.164985
106 O -0.014523 -1.013375 3.584857
107 H 0.681070 -1.486035 3.671953
108 H -0.464935 -1.477252 2.887343
109 O -1.439709 2.539530 -3.149272
110 H -1.102991 1.681464 -2.843462
111 H -2.290121 2.733903 -2.736620
112 O 4.786950 -2.686266 4.042181
113 H 3.832770 -2.496384 4.242987
114 H 4.890852 -3.396953 3.463201
115 O -0.360408 0.981727 5.638357
116 H -0.756891 1.026205 4.755025
117 H -0.705609 0.076590 5.803417
118 O -5.098641 -3.871870 -0.653728
119 H -5.537432 -3.625691 -1.474001
120 H -4.729736 -3.247415 0.019633

Atoms 1-2, force components in eV/Å:
H -0.015 0.085 0.073
H -1.629 -2.267 -1.121

Its HOMO energy is -10.40 eV. The lowest unoccupied orbital energy comes out at -0.028 hartree. Its orbital gap is 9.643 eV. The relative energy (zero: lowest compared OMol25 entry of this formula, charge and spin) comes out at 444.1 kcal per mole.

***

Entry from OMol25: a 40-piece molecular cluster, H80O40 overall in a non-equilibrium geometry (the ωB97M-V functional and the def2-TZVPD basis).

CARTESIAN COORDINATES (ANGSTROEM)
1 H 3.338806 -0.443988 -2.064109
2 H 3.054402 -1.432650 -3.055955
3 O 3.024707 -0.462096 -2.982123
4 H -1.739496 -3.346963 -1.256836
5 H -2.319241 -2.223744 -0.428114
6 O -1.561991 -2.835019 -0.446747
7 H -2.104658 0.768095 0.884524
8 H -2.272382 0.244379 -0.594428
9 O -2.564207 0.053644 0.336198
10 H -1.242628 -2.457313 -3.645613
11 H 0.264362 -2.732396 -3.524867
12 O -0.460231 -2.415679 -3.002703
13 H -2.239859 -0.767223 5.195992
14 H -1.038645 0.034466 5.387136
15 O -1.928306 0.169660 5.206669
16 H 2.576361 3.534260 -5.139578
17 O 1.714376 3.617110 -4.711486
18 H -2.030429 -4.043342 3.134768
19 O -2.013285 -3.102772 3.273532
20 H -0.391976 5.450630 -2.034061
21 H -0.219390 5.448516 -3.569933
22 O 0.243148 5.302072 -2.750757
23 H -1.355704 0.477549 -1.990507
24 H -1.829328 1.278463 -3.119157
25 O -2.162988 0.705289 -2.456726
26 H -3.495092 2.897992 -2.804241
27 H -1.986747 3.431039 -3.058202
28 O -2.970433 3.666943 -3.087358
29 H -2.668149 4.420890 4.102464
30 H -3.390223 3.342899 3.311658
31 O -2.460874 3.522564 3.806330
32 H 0.469603 -1.084232 0.268382
33 O 0.652720 -1.202681 1.199679
34 H 0.961941 3.981310 2.493562
35 H 1.014755 2.926519 1.622390
36 O 1.551250 3.744031 1.709229
37 H -0.536229 1.353716 2.165739
38 H -0.873980 2.880256 1.945503
39 O -0.654427 2.082673 1.442848
40 H -4.129162 -4.047415 1.448573
41 H -4.150203 -3.101811 0.268525
42 O -3.806689 -3.932386 0.575176
43 H 4.179270 -4.022823 0.881763
44 H 4.186350 -3.464496 -0.433233
45 O 4.735117 -4.047603 0.078836
46 H 1.786543 0.528256 -4.031501
47 H 1.281475 1.920181 -4.528651
48 O 1.201006 1.010782 -4.567594
49 H -0.054785 -4.523604 -0.597286
50 H -0.418540 -4.831088 -2.048213
51 O 0.190865 -4.322083 -1.519351
52 H 3.075850 2.936467 -0.893578
53 O 2.802491 3.744669 -1.345906
54 H -4.462242 1.956426 -0.973962
55 H -5.365627 1.503933 -2.192534
56 O -4.681579 1.233732 -1.654042
57 H 5.052371 3.237447 1.750347
58 O 4.920346 2.311772 1.629620
59 H -3.256392 -0.746125 -2.794937
60 H -3.664047 -2.350913 -2.569422
61 O -3.470085 -1.645516 -3.240116
62 H 2.599018 -2.010818 1.643768
63 H 3.204750 -2.296390 3.072645
64 O 3.019846 -2.729203 2.216535
65 H -3.022948 -5.897543 -0.674670
66 H -2.246979 -6.101965 -2.032839
67 O -2.561054 -5.434262 -1.427980
68 H 2.790982 3.111533 2.992181
69 H 3.797530 2.385190 3.772018
70 O 2.862598 2.471047 3.722751
71 H -0.831456 -3.099892 4.177689
72 H 0.633016 -3.031563 3.779570
73 O 0.091538 -2.873207 4.541081
74 H 3.939784 -4.001213 -2.733641
75 H 2.648532 -4.282920 -2.124376
76 O 3.200151 -3.524248 -2.478336
77 H -0.018951 -1.364926 -1.532342
78 H -1.105724 -0.762423 -0.823716
79 O -0.247013 -0.491396 -1.187217
80 H 1.186137 1.349432 3.375915
81 H 1.754270 -0.069786 2.953420
82 O 0.983450 0.463078 3.188075
83 H 4.599884 -0.925783 3.018760
84 H 4.594738 0.519866 2.955113
85 O 4.303745 -0.138060 3.513268
86 H 5.384033 -1.864558 0.320035
87 H 6.151316 -0.731247 0.396264
88 O 5.261051 -0.942349 0.700603
89 H -0.314712 2.139883 -1.042080
90 O -0.358178 2.403655 -1.961163
91 H -1.440026 2.703924 -5.566688
92 H -0.594428 1.498151 -4.851959
93 O -1.194979 2.295138 -4.727872
94 H 1.943486 3.471218 -1.675411
95 H 1.788834 4.258050 -4.038831
96 H 4.430498 2.276695 0.851612
97 H -1.720346 -2.639803 2.503953
98 H -0.100755 -1.340147 1.790292
99 H -0.129645 1.623610 -2.520883
100 O -5.029398 -0.210387 1.707771
101 H -5.303725 0.240940 0.919498
102 H -4.077380 -0.077090 1.548215
103 O 1.568320 -6.073760 0.781829
104 H 1.589662 -6.691985 1.505026
105 H 2.337872 -5.822867 0.378363
106 O 2.845736 1.133820 0.215634
107 H 3.068823 0.489938 0.864201
108 H 2.143479 0.852349 -0.393571
109 O -4.322645 3.761864 -0.177979
110 H -3.421242 3.619332 -0.136436
111 H -4.436079 4.508220 -0.878922
112 O -5.402942 -2.058739 -1.294947
113 H -5.854985 -1.619099 -0.544916
114 H -6.092483 -2.573933 -1.710836
115 O 1.174759 0.160649 6.084117
116 H 1.055232 -0.826776 6.002727
117 H 1.634949 0.468030 5.312810
118 O 1.990971 6.156667 0.356399
119 H 1.438825 6.628791 -0.239748
120 H 1.502399 5.384555 0.609663

Atoms 1-2, force components in eV/Å:
H 0.000 0.869 -0.067
H -0.305 0.053 -0.675

Its HOMO energy is -10.35 eV. The lowest unoccupied orbital energy comes out at -0.011 hartree. Its orbital gap is 10.044 eV. The relative energy (zero: lowest compared OMol25 entry of this formula, charge and spin) comes out at 185.7 kcal per mole.

***

Entry from OMol25: a 40-piece molecular cluster, H80O40 overall in a non-equilibrium geometry (the ωB97M-V functional and the def2-TZVPD basis).

CARTESIAN COORDINATES (ANGSTROEM)
1 H 2.015111 5.225906 -2.240523
2 H 2.530946 5.024920 -0.742871
3 O 1.789995 4.954900 -1.347051
4 H 2.752145 -1.970537 1.966312
5 H 1.835407 -2.888709 1.375387
6 O 2.725951 -2.537589 1.180759
7 H 0.343438 -1.204758 0.700958
8 H -0.761956 -1.728745 -0.197309
9 O 0.033754 -2.051408 0.272085
10 H 5.018101 -0.707858 2.464439
11 H 4.065153 0.121474 1.821941
12 O 5.037427 0.088093 1.895065
13 H -4.186388 -4.134936 -0.012449
14 H -3.580429 -3.329141 1.092258
15 O -3.545920 -3.424425 0.125627
16 H -1.771973 3.540457 -1.885294
17 O -0.862872 3.606667 -2.276011
18 H 1.197364 -2.002908 5.471315
19 O 1.950819 -2.274826 6.018974
20 H -3.134107 5.116952 0.415310
21 H -3.377173 5.912697 1.785627
22 O -3.675193 5.746925 0.891700
23 H 6.137354 0.364791 -1.403626
24 H 4.822269 0.701947 -2.075124
25 O 5.731193 1.011876 -1.989396
26 H 0.658324 -0.177342 -3.982134
27 H 2.050125 -0.653316 -4.326600
28 O 1.221138 -0.960778 -3.947859
29 H -3.965757 -1.890114 -2.753538
30 H -2.620162 -2.521646 -2.428418
31 O -3.390720 -2.119828 -2.013073
32 H 1.059799 0.650444 1.560458
33 O 0.214999 0.316672 1.248962
34 H -3.825193 5.198861 -2.353105
35 H -4.405903 4.068006 -3.092867
36 O -3.703901 4.244237 -2.452652
37 H -0.574857 -1.817069 -2.800156
38 H -1.630620 -0.611725 -2.598235
39 O -0.900653 -1.132222 -2.208463
40 H 0.865076 -5.117620 -0.176072
41 H 0.734961 -3.623006 -0.454095
42 O 1.156498 -4.435730 -0.787769
43 H 4.463702 -0.142347 4.574145
44 H 5.059565 -1.240011 3.857501
45 O 4.172289 -0.930496 4.091158
46 H 5.534685 3.296479 0.205174
47 H 4.500358 4.431773 0.298799
48 O 4.684682 3.537104 0.591806
49 H -0.106010 0.384831 4.353590
50 H 0.983978 0.094796 5.206971
51 O 0.220159 -0.384886 4.847263
52 H -5.319239 2.824773 0.793901
53 O -5.003894 2.154509 0.172499
54 H 0.875315 -6.178418 -3.234132
55 H 1.157477 -4.876876 -2.563297
56 O 0.604288 -5.253041 -3.293987
57 H -0.829667 3.917695 3.523575
58 O -1.747940 3.790711 3.789336
59 H 2.991171 -2.737450 -2.961135
60 H 3.807462 -2.025271 -4.036905
61 O 3.548506 -2.890101 -3.716532
62 H -3.418386 3.019711 1.508040
63 H -1.940959 2.824147 1.290658
64 O -2.725945 3.196293 0.865732
65 H 5.804574 -2.374430 0.746966
66 H 4.532011 -2.693110 0.042291
67 O 5.360718 -3.120112 0.328916
68 H -4.539553 -0.136245 -1.648553
69 H -4.631349 1.402929 -2.001426
70 O -4.115751 0.606275 -2.122006
71 H -4.694555 0.011196 3.363668
72 H -6.017433 -0.324538 2.677160
73 O -5.320463 0.346944 2.713563
74 H 2.154273 1.700733 -0.585854
75 H 2.340277 2.915383 -1.623280
76 O 2.235235 1.966650 -1.504329
77 H 1.904851 -1.664521 -0.801900
78 H 2.306058 -0.476411 -1.836873
79 O 2.582334 -1.253914 -1.346821
80 H -2.347746 -0.642591 3.066059
81 H -3.359505 -0.279675 1.922898
82 O -3.154485 -0.933544 2.599604
83 H -4.852628 -0.200686 0.289506
84 H -4.852741 -1.863925 0.098414
85 O -5.073661 -0.988568 -0.224265
86 H 0.719928 3.225898 2.078611
87 H 2.093551 3.112159 2.985174
88 O 1.142423 3.271978 2.955528
89 H -1.244376 1.653003 -1.925968
90 O -1.409581 1.467907 -0.989289
91 H 1.712091 3.004297 -3.967921
92 H 0.520573 2.841340 -5.010888
93 O 1.445183 2.664196 -4.824308
94 H -4.662680 2.673647 -0.564305
95 H -0.531551 4.449823 -1.944593
96 H -1.785577 3.758415 4.747150
97 H 2.675575 -1.888064 5.511594
98 H -0.116047 0.651781 0.401196
99 H -2.382168 1.425584 -1.022923
100 O 0.630880 -2.885346 3.184417
101 H -0.191670 -2.485179 3.476647
102 H 0.482594 -3.690623 2.680481
103 O 3.417479 1.745429 2.709795
104 H 3.517223 2.180949 1.853492
105 H 4.250796 1.556861 3.137977
106 O 0.297733 2.910771 0.500887
107 H 0.822934 3.562522 0.024674
108 H -0.120488 2.347246 -0.189656
109 O -0.604592 -3.266906 -4.668914
110 H -1.017198 -4.131782 -4.719957
111 H 0.150735 -3.367093 -4.080384
112 O -1.117397 -4.119371 1.229807
113 H -1.855204 -4.134742 0.594853
114 H -0.870016 -3.164930 1.236282
115 O -2.794019 -5.120796 3.401945
116 H -2.648077 -5.721267 2.646009
117 H -2.533173 -4.380068 2.834548
118 O -0.700129 -0.309660 -5.707178
119 H -0.820555 -0.077935 -6.643154
120 H -0.280830 -1.151397 -5.992014

Atoms 1-2, force components in eV/Å:
H 0.459 0.226 0.131
H 0.316 0.381 -0.366

Its HOMO energy is -10.27 eV. The lowest unoccupied orbital energy comes out at -0.030 hartree. Its orbital gap is 9.450 eV. The relative energy (zero: lowest compared OMol25 entry of this formula, charge and spin) comes out at 170.1 kcal per mole.